Model a:
Molecular formula: H23O12
Method: DFT, ωB97M-V with the def2-TZVPD basis set

Geometry as ORCA input:
```
! RIJCOSX wB97M-V def2-TZVPD def2/J DEFGRID3
* xyz -1 1
O -1.352 -2.414 1.014
H 0.001 4.348 -0.540
H -1.110 0.074 2.268
O 3.681 -1.024 0.178
H 3.354 -0.206 0.219
H 3.827 -1.555 0.920
O -0.295 -1.416 -0.903
H 0.264 -0.846 -0.372
O -2.016 -0.026 2.163
H -0.839 2.286 2.292
H -2.139 -0.699 1.458
O 1.011 4.547 -0.385
H 3.441 3.807 -0.472
H -2.159 -3.492 1.807
O 1.170 -3.506 -2.086
H 0.039 1.092 -1.691
H 0.804 1.288 1.209
O -1.234 3.092 2.625
H -1.856 3.039 3.276
H 0.480 -2.939 -2.144
O -2.166 -1.460 -3.671
H -2.719 -1.728 -2.948
H -1.329 -1.544 -3.217
O 3.270 3.562 -1.330
H 2.279 3.435 -1.131
H -3.575 -3.706 1.449
O -0.377 1.808 -1.343
H -0.669 -2.481 1.534
H 1.528 0.286 0.423
O 1.304 0.543 1.291
H -1.348 1.578 -1.167
H 1.188 -3.658 -1.109
O -2.938 -3.883 2.133
H -0.893 -1.849 -0.077
H 0.958 4.895 0.530
*
```

Model b:
Molecular formula: H23O12
Method: DFT, ωB97M-V with the def2-TZVPD basis set

Geometry as ORCA input:
```
! RIJCOSX wB97M-V def2-TZVPD def2/J DEFGRID3
* xyz -1 1
O -0.071 0.571 0.314
H -0.002 -0.320 -0.038
O 1.453 1.391 2.399
H 1.841 2.171 1.952
H 0.825 1.025 1.788
O -1.196 -0.360 2.528
H -0.612 -0.181 3.289
H -0.781 0.092 1.772
O -2.330 -1.104 -2.597
H -2.882 -1.177 -1.814
H -1.630 -0.509 -2.420
O 1.556 -1.863 -2.265
H 1.117 -1.808 -3.126
H 0.836 -2.178 -1.710
O -0.174 -2.593 -0.447
H 0.295 -3.455 -0.331
H -1.097 -2.778 -0.239
O -0.235 0.743 -2.412
H 0.652 0.501 -2.586
H -0.244 0.784 -1.452
O 0.971 2.858 -0.661
H 1.536 3.245 -0.010
H 0.691 2.107 -0.184
O 1.571 -1.859 2.090
H 1.540 -2.773 2.468
H 1.060 -1.750 1.329
O -2.622 0.311 -0.091
H -1.710 0.439 0.059
H -2.879 1.127 -0.458
O 2.455 -0.039 -0.537
H 2.168 -0.623 -1.242
H 1.657 0.269 -0.079
O -1.630 2.518 1.692
H -1.131 3.349 1.709
H -1.013 1.858 1.294
*
```

Model c:
Molecular formula: H23O12
Method: DFT, ωB97M-V with the def2-TZVPD basis set

Geometry as ORCA input:
```
! RIJCOSX wB97M-V def2-TZVPD def2/J DEFGRID3
* xyz -1 1
O -0.902 1.289 0.576
H -1.522 1.991 0.264
H -1.344 0.522 0.046
O -0.376 -3.602 -1.599
H -0.910 -4.357 -1.894
H -1.075 -2.918 -1.696
O 1.363 2.821 -0.152
H 0.524 2.354 -0.297
O 3.791 -0.747 -1.057
H 3.175 -0.212 -0.545
H 4.445 -0.136 -1.415
O 0.642 -0.838 0.533
H -0.194 -0.394 0.724
H -1.778 2.793 -1.475
O 1.968 -0.199 3.623
H 2.256 0.703 3.730
H 2.066 2.182 -0.283
O -2.276 -2.022 -2.952
H -2.066 -1.316 -2.190
H -2.014 -1.951 -3.864
O -2.619 2.486 -1.106
H -2.441 1.540 -1.282
H 1.986 -0.693 2.804
O 1.032 2.740 2.987
H 0.393 2.120 2.629
H 1.263 3.431 2.366
O -1.262 -0.823 3.142
H -1.046 -0.305 2.326
H -0.541 -0.697 3.771
O 0.410 -0.730 -2.472
H -0.248 -0.271 -1.886
H 1.031 -1.138 -1.865
O -1.990 -0.526 -1.042
H 0.589 -1.752 0.217
H -2.330 -1.346 -0.668
*
```

How do the structures above rank in stability at the extremes? model b comes first and model a comes last.